No. 1
{"formula": "C37H69N3O19", "method": "wB97M-V/def2-TZVPD", "elements": ["O", "C", "C", "C", "O", "C", "O", "C", "C", "O", "H", "H", "H", "H", "O", "C", "C", "C", "O", "C", "O", "C", "C", "O", "H", "H", "H", "H", "C", "N", "C", "C", "O", "H", "H", "H", "H", "H", "H", "H", "C", "N", "C", "C", "O", "H", "H", "H", "H", "H", "H", "H", "C", "N", "C", "C", "O", "H", "H", "H", "H", "H", "H", "H", "C", "O", "C", "C", "O", "C", "H", "H", "H", "H", "H", "H", "H", "H", "H", "H", "C", "O", "C", "C", "O", "C", "H", "H", "H", "H", "H", "H", "H", "H", "H", "H", "C", "O", "C", "C", "O", "C", "H", "H", "H", "H", "H", "H", "H", "H", "H", "H", "C", "O", "C", "C", "O", "C", "H", "H", "H", "H", "H", "H", "H", "H", "H", "H"], "xyz": [[1.9840, 2.0022, -1.4836], [1.5969, 0.8594, -1.4444], [1.2563, 0.2276, -0.1714], [1.0477, -1.0918, -0.0788], [0.7695, -1.6538, 1.1041], [1.0650, -1.9996, -1.2833], [0.9964, -3.1968, -1.1866], [1.2377, -1.3434, -2.5766], [1.4945, -0.0282, -2.6565], [1.4530, 0.5291, -3.8623], [1.0918, 0.9077, 0.6579], [0.9092, -2.6130, 1.0958], [1.0494, -1.8674, -3.5029], [1.6773, 1.4767, -3.9489], [3.5820, -0.6192, 3.2701], [3.6678, 0.3924, 2.6175], [4.2406, 0.4207, 1.2672], [4.3468, 1.5555, 0.5691], [4.7754, 1.5650, -0.6787], [3.9723, 2.8888, 1.1417], [3.9480, 3.8689, 0.4110], [3.4805, 2.8881, 2.5074], [3.3089, 1.7610, 3.1962], [2.6028, 1.7662, 4.3264], [4.4359, -0.4758, 0.6878], [4.5368, 2.4200, -1.0838], [3.1825, 3.8135, 2.9816], [2.1858, 0.8927, 4.4599], [-3.2435, -0.3657, 4.4811], [-2.0738, 0.4790, 4.5989], [-2.2898, 1.8058, 5.1130], [-0.8869, 0.1077, 4.0859], [0.0687, 0.8426, 3.9794], [-3.7036, -0.2083, 3.5023], [-3.9858, -0.2424, 5.2691], [-2.9957, -1.4239, 4.5663], [-1.3478, 2.3483, 5.1784], [-2.8873, 2.4320, 4.4349], [-2.7838, 1.8079, 6.0854], [-0.9882, -0.9049, 3.6786], [-1.2195, -6.1513, 2.9338], [-0.1018, -5.9313, 2.0550], [1.0185, -6.8812, 2.1379], [-0.1143, -4.9169, 1.1742], [-0.9758, -4.0446, 1.1403], [-2.0556, -5.5262, 2.6243], [-0.9820, -5.7663, 3.9309], [-1.5071, -7.1963, 3.0174], [0.9877, -7.3502, 3.1184], [0.9223, -7.6667, 1.3875], [1.9500, -6.3238, 2.0762], [0.7633, -4.8764, 0.5128], [0.5576, 4.2939, 1.4586], [-0.8897, 4.3315, 1.3714], [-1.5051, 5.1659, 0.3614], [-1.6257, 3.6094, 2.2360], [-2.7858, 3.2859, 2.0589], [1.0039, 5.1981, 1.0373], [1.0067, 3.5103, 0.8387], [0.8455, 4.2308, 2.5059], [-2.5364, 5.4049, 0.6459], [-0.9728, 6.1057, 0.2735], [-1.6786, 4.6134, -0.5699], [-1.1192, 3.3238, 3.1700], [-2.3850, -2.7414, 6.8727], [-1.1714, -2.7043, 6.1413], [-0.1066, -2.0147, 6.7948], [1.0924, -2.1993, 5.9636], [1.4860, -3.5479, 5.9362], [2.6227, -3.7277, 5.1151], [-2.5097, -3.6838, 7.4174], [-3.1500, -2.7331, 6.0933], [-2.5405, -1.8671, 7.5126], [-0.0459, -2.4198, 7.8126], [-0.3737, -0.9480, 6.8550], [1.9452, -1.6004, 6.3228], [0.9145, -1.8501, 4.9377], [3.5154, -3.3589, 5.6397], [2.5613, -3.1962, 4.1598], [2.7399, -4.7854, 4.8845], [4.3212, 2.1873, -7.9261], [3.0665, 1.6475, -7.6141], [2.8942, 0.3005, -8.0351], [1.5656, -0.1853, -7.4874], [1.2111, -1.4519, -7.9648], [0.0476, -1.9425, -7.3395], [4.1627, 3.2096, -8.2759], [4.8704, 1.6441, -8.7027], [4.9906, 2.2274, -7.0579], [3.6857, -0.3800, -7.6873], [2.8913, 0.2564, -9.1383], [0.7796, 0.5788, -7.6006], [1.6748, -0.2412, -6.3870], [-0.6075, -2.4824, -8.0271], [-0.4947, -1.1676, -6.7974], [0.3190, -2.7310, -6.6132], [-2.5017, -0.8502, -2.6136], [-1.7040, -0.2971, -1.5845], [-2.1968, -0.5574, -0.3090], [-3.3943, 0.3241, 0.0536], [-4.6362, -0.0750, -0.5280], [-5.2276, -1.1179, 0.1687], [-2.5256, -1.9425, -2.4831], [-1.9563, -0.7400, -3.5608], [-3.4650, -0.3613, -2.7352], [-1.4931, -0.2175, 0.4623], [-2.3520, -1.6312, -0.1579], [-3.1716, 1.3102, -0.3634], [-3.4853, 0.4833, 1.1361], [-6.0438, -1.5720, -0.3939], [-5.6124, -0.8250, 1.1549], [-4.5200, -1.9491, 0.3298], [-3.1937, 2.4553, -4.7730], [-1.9177, 3.0421, -4.6035], [-1.4125, 2.8111, -3.3106], [-0.1901, 3.6646, -3.0507], [0.9410, 3.3763, -3.8389], [0.7182, 3.5308, -5.2298], [-3.9559, 2.8276, -4.0843], [-3.1029, 1.3621, -4.7198], [-3.4806, 2.6662, -5.8052], [-1.1943, 1.7550, -3.1246], [-2.2200, 3.1520, -2.6465], [0.0637, 3.4263, -2.0177], [-0.4963, 4.7116, -3.1626], [0.2513, 2.6416, -5.6601], [1.6793, 3.6605, -5.7265], [0.0601, 4.3770, -5.4324]], "atomic_forces_ev_per_a": [[0.037, 0.571, -0.534], [0.126, -1.101, 0.806], [-0.538, 0.145, -0.269], [-0.103, -0.244, 0.656], [0.338, 0.279, 0.091], [0.852, 1.023, -1.042], [-0.268, -0.893, 0.724], [-0.104, 0.509, 0.316], [-0.754, 0.292, -0.454], [0.433, 0.149, -0.803], [0.345, -0.220, 0.184], [-0.481, 0.027, -0.446], [0.156, -0.335, 0.141], [-0.189, 0.029, 0.915], [-0.626, -0.130, 0.485], [1.291, 0.617, -0.750], [-0.382, -0.156, -0.427], [0.035, 0.249, 0.351], [0.114, 0.026, -0.656], [-0.608, 0.398, 0.052], [0.318, -0.440, 0.220], [0.587, 0.686, 0.144], [-1.441, -1.081, -0.130], [0.556, -0.162, 0.221], [0.046, -0.274, 0.576], [0.083, 0.052, 0.227], [-0.049, 0.124, -0.270], [0.128, 0.191, -0.053], [-0.088, -0.759, -0.529], [-0.401, 0.118, 0.877], [0.023, 1.157, -0.241], [-1.604, -0.156, -0.471], [1.046, 0.111, 0.103], [-0.303, 0.022, 0.141], [0.181, 0.637, 0.051], [0.432, 0.085, -0.302], [0.156, -0.352, 0.263], [-0.193, -0.420, -0.044], [0.089, -0.233, 0.032], [0.633, -0.305, -0.006], [-0.337, 0.911, 0.769], [0.325, -0.857, -0.201], [-0.612, 0.555, 0.077], [-0.208, 0.551, 0.406], [0.210, -0.347, -0.180], [-0.035, -0.264, -0.316], [0.116, -0.253, 0.141], [0.062, -0.078, -0.232], [0.007, 0.022, 0.059], [0.260, 0.058, -0.080], [0.156, -0.237, -0.286], [0.031, -0.147, -0.067], [0.254, 0.434, -0.301], [0.470, 0.525, 0.147], [-1.364, -0.728, -0.060], [-0.316, -0.275, -0.010], [-0.377, 0.217, 0.034], [-0.265, 0.204, 0.229], [-0.154, -0.299, 0.338], [0.194, -0.303, -0.057], [0.218, -0.038, 0.395], [0.297, -0.105, -0.367], [0.641, 0.352, -0.222], [0.454, -0.096, -0.248], [-0.113, -0.210, -0.924], [-0.104, 0.231, 0.153], [-1.601, -0.215, 0.368], [1.481, 0.129, -0.500], [-0.101, -0.401, -0.331], [0.262, 0.086, 0.160], [0.245, 0.207, 0.264], [-0.251, -0.030, 0.314], [0.155, -0.079, 0.077], [0.519, 0.111, -0.044], [0.218, -0.028, 0.073], [-0.221, 0.156, 0.211], [-0.220, 0.001, 0.024], [0.013, -0.098, -0.149], [-0.216, 0.156, 0.050], [-0.062, -0.063, 0.253], [0.578, 0.465, -0.065], [-0.226, -0.770, 0.095], [-0.262, -0.221, -0.643], [0.121, 0.597, 1.696], [-0.189, 0.124, -0.763], [0.153, -1.089, 0.693], [0.077, -0.015, 0.009], [-0.305, -0.102, -0.091], [-0.196, -0.083, 0.094], [0.039, 0.314, 0.087], [-0.004, -0.002, 0.191], [0.046, -0.172, -0.600], [0.109, 0.002, -0.164], [0.067, 0.506, -0.376], [-0.131, 0.083, -0.174], [0.099, 0.398, 0.073], [1.009, -0.533, -0.687], [0.349, 0.330, -0.476], [-0.695, 0.524, 1.473], [-0.263, 0.087, -0.685], [0.214, 0.501, -0.071], [0.040, -1.291, 0.511], [-0.686, 0.159, 0.164], [0.078, 0.325, 0.225], [-0.224, -0.249, 0.317], [0.559, -0.292, -0.527], [-0.129, -0.015, 0.020], [-0.071, 0.001, 0.009], [-0.076, -0.307, -0.007], [-0.076, 0.417, -0.209], [0.039, 0.197, -0.053], [-0.023, 0.169, 0.087], [0.535, -0.405, -0.975], [-0.420, -0.070, -0.243], [-0.332, 0.379, -0.090], [-0.571, -0.380, 0.172], [0.127, -0.128, -0.065], [0.048, -0.082, -0.495], [0.123, 0.035, 0.153], [-0.206, 0.052, 0.338], [-0.176, 0.170, 0.151], [-0.098, -0.121, -0.074], [0.315, -0.245, 0.590], [0.348, 0.423, 0.034], [0.272, 0.093, 0.045], [-0.062, 0.027, 0.053], [0.075, 0.127, 0.177], [0.098, 0.080, -0.038]], "homo_lumo_gap_ev": 7.92, "smiles": "O=C1C=C(O)C(=O)C=C1O.O=C1C=C(O)C(=O)C=C1O.CN(C)C=O.CN(C)C=O.CN(C)C=O.COCCOC.COCCOC.COCCOC.COCCOC"}

=====

No. 2
{"formula": "C9H22N2", "method": "wB97M-V/def2-TZVPD", "elements": ["C", "C", "C", "C", "C", "C", "C", "C", "C", "N", "N", "H", "H", "H", "H", "H", "H", "H", "H", "H", "H", "H", "H", "H", "H", "H", "H", "H", "H", "H", "H", "H", "H"], "xyz": [[0.7776, -0.7570, 0.6862], [0.2304, 0.4901, 0.8790], [0.4636, -2.0087, 1.4419], [-1.1723, 2.3599, 1.1623], [-0.6578, 0.9978, 3.1471], [-2.1193, 0.2542, 1.3335], [0.2268, -1.6965, -2.5273], [2.4007, -0.7310, -2.2419], [0.6965, 0.6588, -3.1027], [-0.9411, 0.9965, 1.6378], [1.1827, -0.5473, -2.4859], [1.7254, -0.9994, 0.1204], [-0.0308, -2.5552, 0.7275], [1.3660, -2.5438, 1.5647], [-0.0689, -1.9299, 2.3807], [-0.4213, 3.0094, 1.4249], [-1.0918, 2.4224, 0.0964], [-2.1533, 2.5919, 1.4100], [-0.4762, -0.0305, 3.5380], [0.2120, 1.5617, 3.2238], [-1.5489, 1.4929, 3.6009], [-2.2292, 0.1914, 0.2494], [-1.9414, -0.6981, 1.8084], [-3.1013, 0.7143, 1.7005], [-0.4318, -1.3414, -1.7755], [-0.1944, -1.7779, -3.5587], [0.8693, -2.6418, -2.4786], [2.7795, -1.7831, -1.8815], [3.0264, 0.0604, -2.5818], [0.6144, 1.2306, 0.1627], [0.1697, 0.4659, -4.0845], [0.1619, 1.1955, -2.3200], [1.6766, 1.3479, -3.2579]], "atomic_forces_ev_per_a": [[-0.154, 1.241, 2.519], [2.155, -1.680, -2.648], [0.398, 1.680, 0.568], [-0.030, -0.501, -1.293], [-1.880, -0.788, -0.442], [-2.732, -1.214, -0.130], [2.057, -0.575, -1.268], [1.189, -2.447, 0.147], [2.471, 2.747, -0.722], [1.998, 0.083, 0.460], [-0.392, -1.935, -2.064], [-1.417, 1.470, 0.179], [-1.848, -1.917, -1.349], [1.052, -0.562, 0.599], [-0.186, 0.010, -0.056], [1.485, 1.591, 1.571], [-0.359, -0.607, -0.829], [-1.466, 1.098, 0.837], [-0.405, 0.803, -0.518], [1.435, 1.094, 0.611], [0.866, -0.485, -0.067], [0.092, -0.286, 0.126], [-0.664, -0.590, -0.285], [1.679, -0.457, -0.051], [-1.368, -1.162, 0.708], [-0.031, 0.560, 0.946], [-1.407, 1.146, 0.926], [-0.671, 2.376, -0.648], [1.047, 0.409, 0.539], [-0.181, 0.057, 0.803], [0.468, 0.291, 1.418], [-0.734, 0.007, -0.507], [-2.470, -1.456, -0.080]], "homo_lumo_gap_ev": 9.76, "total_charge": 2, "relative_energy_ev": 1.229}

=====

No. 3
{"formula": "C24H62N4O9", "method": "wB97M-V/def2-TZVPD", "elements": ["C", "O", "C", "C", "N", "C", "C", "O", "C", "H", "H", "H", "H", "H", "H", "H", "H", "H", "H", "H", "H", "H", "H", "H", "C", "O", "C", "C", "N", "C", "C", "O", "C", "H", "H", "H", "H", "H", "H", "H", "H", "H", "H", "H", "H", "H", "H", "H", "C", "O", "C", "C", "N", "C", "C", "O", "C", "H", "H", "H", "H", "H", "H", "H", "H", "H", "H", "H", "H", "H", "H", "H", "C", "O", "C", "C", "N", "C", "C", "O", "C", "H", "H", "H", "H", "H", "H", "H", "H", "H", "H", "H", "H", "H", "H", "H", "O", "H", "H"], "xyz": [[7.6598, 1.4213, -11.0722], [6.7321, 1.7548, -10.0229], [6.4419, 3.1467, -9.9116], [5.7967, 3.5161, -8.6702], [4.5573, 2.7661, -8.2344], [3.8264, 3.7321, -7.3625], [2.4033, 3.1959, -7.2807], [2.4608, 1.9847, -6.4854], [1.5302, 1.8119, -5.4129], [7.8613, 0.3568, -11.1920], [8.6745, 1.8127, -10.9995], [7.1717, 1.7282, -11.9972], [5.7846, 3.3226, -10.7632], [7.3403, 3.7272, -10.1210], [5.6260, 4.5872, -8.7782], [6.5288, 3.4215, -7.8683], [3.9895, 2.5011, -9.0266], [3.7591, 4.7472, -7.7537], [4.3951, 3.8076, -6.4357], [2.0908, 2.9032, -8.2831], [1.6855, 3.9467, -6.9505], [1.6724, 0.7660, -5.1409], [0.5276, 1.7835, -5.8396], [1.6865, 2.5143, -4.5941], [0.4661, -3.6108, 3.4918], [-0.7188, -3.9123, 2.7668], [-0.3992, -4.4635, 1.4554], [-1.7153, -5.1052, 0.8597], [-2.1599, -6.2326, 1.7046], [-3.4570, -6.5879, 1.1649], [-4.1477, -7.5159, 2.1420], [-5.5034, -7.5518, 1.7195], [-6.3762, -8.3661, 2.4427], [0.3621, -3.5167, 4.5727], [0.9497, -2.7002, 3.1383], [1.2199, -4.3317, 3.1752], [0.3845, -5.2076, 1.5981], [-0.0440, -3.6268, 0.8539], [-1.4778, -5.4939, -0.1305], [-2.5363, -4.4303, 0.6176], [-2.4449, -5.8000, 2.5716], [-3.3633, -6.9073, 0.1270], [-4.1102, -5.7270, 1.0224], [-3.9342, -7.0920, 3.1233], [-3.7928, -8.5459, 2.1075], [-7.2556, -8.6945, 1.8888], [-6.6299, -7.7861, 3.3300], [-5.8623, -9.2573, 2.8028], [-4.0532, 0.9249, 5.1898], [-4.4635, 0.6446, 3.8827], [-3.9224, -0.5738, 3.3535], [-4.4464, -2.0284, 3.9257], [-3.4655, -2.4600, 4.9113], [-4.0266, -3.4972, 5.6935], [-2.9629, -4.2703, 6.4782], [-3.6848, -5.3337, 7.1832], [-2.9220, -5.8753, 8.2096], [-4.5439, 1.8820, 5.3665], [-2.9815, 0.9927, 5.3767], [-4.4175, 0.0678, 5.7562], [-2.8327, -0.5696, 3.3790], [-4.2000, -0.6934, 2.3063], [-4.5545, -2.8068, 3.1704], [-5.3681, -1.7423, 4.4324], [-2.6071, -2.7294, 4.4523], [-4.3933, -4.2369, 4.9818], [-4.7778, -2.9666, 6.2786], [-2.4360, -3.5798, 7.1367], [-2.2077, -4.7130, 5.8288], [-3.2768, -6.8625, 8.5057], [-3.0997, -5.2496, 9.0842], [-1.8433, -5.8304, 8.0594], [3.9691, 6.4534, -1.1827], [3.3449, 5.2136, -1.5448], [3.3966, 4.0783, -0.7337], [2.9444, 4.2953, 0.7128], [1.4802, 4.6080, 0.6883], [1.0537, 4.9209, 2.0217], [-0.2542, 5.7224, 2.0163], [-0.1883, 6.9500, 1.3867], [-1.2744, 7.8571, 1.7616], [4.2904, 6.9396, -2.1038], [4.7278, 6.3610, -0.4055], [3.1307, 7.0828, -0.8843], [4.4056, 3.6690, -0.7845], [2.8570, 3.2895, -1.2579], [3.5237, 5.1092, 1.1488], [3.0993, 3.3031, 1.1367], [1.2852, 5.4566, 0.1764], [1.8551, 5.3408, 2.6297], [0.7118, 4.0201, 2.5313], [-0.4130, 5.9834, 3.0626], [-1.1197, 5.1036, 1.7794], [-2.1249, 7.2356, 2.0417], [-1.6042, 8.4069, 0.8801], [-0.8638, 8.5294, 2.5150], [0.3722, 0.7073, 0.0930], [0.7450, 1.5843, 0.0036], [0.4816, 0.4932, 1.0196]], "atomic_forces_ev_per_a": [[-0.967, 0.215, -0.209], [1.447, -0.936, 0.522], [0.398, -1.660, -2.886], [-0.710, -0.564, 1.855], [1.639, 2.307, 0.017], [-0.545, -1.244, -1.014], [0.567, -0.919, 1.309], [-0.295, 0.768, -0.011], [0.263, -0.725, -1.583], [-0.737, -0.235, 0.667], [-0.130, 0.811, 0.361], [0.387, 0.225, -0.410], [-0.382, 0.532, -0.252], [0.191, 0.237, 0.383], [-0.348, 0.297, 0.084], [-0.020, -0.082, 0.271], [-0.032, 0.158, -0.246], [0.191, 0.255, -0.483], [-0.486, -0.202, 0.320], [-0.064, 0.026, -0.188], [-0.053, -0.096, 0.537], [0.281, 0.187, 0.630], [-0.396, 0.679, 0.330], [-0.197, -0.028, 0.014], [0.685, 0.056, -1.283], [0.043, -0.274, 0.110], [-2.023, 0.495, 0.590], [2.109, -0.280, 0.450], [-0.423, 1.351, -0.817], [-0.283, -0.554, -0.319], [-0.578, -0.488, -1.423], [0.040, 0.473, -0.763], [0.646, 0.055, 1.248], [-0.473, -0.408, -0.168], [-0.365, 0.646, -0.074], [0.151, -0.558, 0.796], [-0.092, -0.212, -0.270], [0.102, -0.137, -0.362], [0.382, -0.268, -0.038], [0.074, 0.712, 0.601], [0.653, 0.145, 0.650], [0.134, -0.877, 0.127], [-0.252, 0.453, 0.436], [-0.635, -0.089, 0.509], [0.475, -0.035, 0.125], [0.155, 0.462, -0.247], [-0.682, -0.255, 0.269], [0.084, -0.329, -0.037], [-0.769, -0.473, 0.083], [0.658, -1.443, -1.694], [-0.840, -1.889, -0.681], [1.833, 3.273, 0.673], [0.457, 1.332, -0.167], [1.071, -1.123, -0.240], [-1.572, -0.159, 0.742], [0.812, 0.982, -1.546], [-0.112, 0.547, 1.471], [0.093, -0.193, 0.756], [0.286, 0.087, -0.456], [-0.080, 0.471, 0.975], [0.149, 0.069, 0.280], [-0.114, 0.964, -0.156], [-0.470, 0.319, -0.451], [-0.297, -0.611, -0.054], [0.078, -0.155, -0.215], [-1.132, -0.416, 0.311], [-0.267, -0.969, 0.447], [-0.054, -0.104, 0.546], [-0.037, -0.116, -0.303], [0.137, -0.146, -0.498], [0.159, 0.109, 0.484], [0.092, -0.423, -0.423], [-1.508, -0.551, -0.222], [-0.209, 0.502, -1.007], [1.079, 0.108, 0.157], [-1.408, -0.289, -2.437], [1.227, -0.320, 0.379], [-1.708, -0.285, 0.102], [0.512, 0.162, 2.366], [-0.430, 1.288, -1.486], [0.998, -1.259, -0.840], [0.645, -0.368, 0.064], [0.121, 0.076, -0.186], [0.229, 0.347, 0.743], [0.582, 0.093, 0.551], [-0.697, 0.263, 0.188], [0.178, -0.228, 0.464], [0.000, 0.300, 0.813], [0.477, 0.035, -0.667], [-0.079, 0.556, 0.134], [0.355, -0.402, 0.208], [-0.111, -0.411, 0.657], [-0.031, -0.093, -0.799], [-0.058, 0.304, 0.590], [0.363, 0.103, -0.022], [-0.524, -0.053, 0.225], [-0.052, -0.241, -0.145], [0.051, 0.411, -0.065], [-0.013, -0.068, 0.225]], "homo_lumo_gap_ev": 9.12, "smiles": "COCCNCCOC.COCCNCCOC.COCCNCCOC.COCCNCCOC.O", "relative_energy_ev": 4.151}